[1]
The following is a quantum chemistry calculation of a 2-piece molecular cluster, C2H7S3 overall, from OMol25.

Structure (XYZ):
```
12
Properties=species:S:1:pos:R:3:lowdin_charge:R:1
C -2.3222 -0.5912 0.3584 -0.50
S -1.5838 -2.2371 0.6252 0.53
H -1.6721 -0.1085 -0.3626 -0.01
H -3.3061 -0.6499 -0.0951 0.01
H -2.3837 -0.0183 1.2756 0.01
C 1.9713 1.4759 -0.6735 -0.56
S 1.4871 -0.2728 -0.8139 0.10
S 1.9062 -1.0760 1.0776 -0.27
H 3.0237 1.5772 -0.4224 0.00
H 1.3778 1.9345 0.1150 0.01
H 1.7848 1.8613 -1.6759 0.00
H -0.2831 -1.8950 0.5917 -0.31
```

E_HOMO (eV): -2.479
Total charge: -1
Relative energy (zero: lowest compared OMol25 entry of this formula, charge and spin) (kJ/mol): 25.4
HOMO-LUMO gap (eV): 6.00
Largest force on an atom (hartree/bohr): 0.01869


[2]
The following is a quantum chemistry calculation of an isolated ion of composition C2H7S3 and charge -1 in a non-equilibrium geometry, from OMol25.

Structure (XYZ):
```
12
Properties=species:S:1:pos:R:3:lowdin_charge:R:1
C 1.0233 -1.5751 0.7015 -0.57
S 0.3799 -0.6065 -0.6979 0.18
S 2.1854 -0.5735 -1.9986 0.09
H 1.4437 -2.4785 0.3214 -0.01
H 0.1605 -1.7674 1.4003 0.01
H 1.8123 -1.0658 1.2707 0.03
H 2.8792 0.5389 -1.6259 -0.26
C -2.0788 1.5657 0.0273 -0.66
S -0.8796 0.7083 1.0783 0.19
H -1.5258 1.9219 -0.8757 0.00
H -2.9467 0.9137 -0.2351 0.00
H -2.4535 2.4184 0.6335 -0.01
```

E_HOMO (eV): -2.119
Total charge: -1
Relative energy (zero: lowest compared OMol25 entry of this formula, charge and spin) (kJ/mol): 140.0
HOMO-LUMO gap (eV): 5.55
Largest force on an atom (hartree/bohr): 0.02690


[3]
The following is a quantum chemistry calculation of a 2-piece molecular cluster, C2H7S3 overall in a non-equilibrium geometry, from OMol25.

Structure (XYZ):
```
12
Properties=species:S:1:pos:R:3:lowdin_charge:R:1
C 2.5454 -0.9379 -0.8514 -0.57
S 2.2290 0.6734 -0.0553 0.49
H 1.7978 -1.5942 -0.2409 0.01
H 3.6374 -1.2929 -0.6591 0.04
H 2.3268 -0.9989 -1.8700 -0.02
C -2.4927 0.9344 1.1243 -0.57
S -1.7886 0.9149 -0.5145 0.08
S -1.0265 -0.9195 -0.7367 -0.22
H -3.3429 1.6003 1.0382 0.00
H -2.9228 -0.0759 1.2487 0.00
H -1.8608 1.1054 1.9766 0.01
H 0.8980 0.5910 -0.4599 -0.25
```

E_HOMO (eV): -2.314
Total charge: -1
Relative energy (zero: lowest compared OMol25 entry of this formula, charge and spin) (kJ/mol): 66.0
HOMO-LUMO gap (eV): 5.90
Largest force on an atom (hartree/bohr): 0.08233


[4]
The following is a quantum chemistry calculation of a 2-piece molecular cluster, C2H7S3 overall in a non-equilibrium geometry, from OMol25.

Structure (XYZ):
```
12
Properties=species:S:1:pos:R:3:lowdin_charge:R:1
C 1.8834 -0.4710 -1.3705 -0.64
S 1.7318 -1.5331 -0.0372 0.55
H 1.1333 -0.5447 -2.1380 0.00
H 2.9038 -0.5523 -2.0253 0.08
H 1.8054 0.5096 -1.1785 -0.06
C -2.0849 0.4974 -1.2821 -0.55
S -1.6227 0.1232 0.4363 0.11
S -0.0557 1.3563 1.1798 -0.24
H -2.7851 1.3574 -1.3792 0.01
H -1.1482 0.9405 -1.6446 -0.01
H -2.5789 -0.3643 -1.7443 0.01
H 1.0248 -0.6468 0.7624 -0.26
```

E_HOMO (eV): -2.637
Total charge: -1
Relative energy (zero: lowest compared OMol25 entry of this formula, charge and spin) (kJ/mol): 109.6
HOMO-LUMO gap (eV): 6.23
Largest force on an atom (hartree/bohr): 0.10702


[5]
The following is a quantum chemistry calculation of C2H80Cs2O42P as an isolated structure in a non-equilibrium geometry, from OMol25.

Structure (XYZ):
```
127
Properties=species:S:1:pos:R:3:lowdin_charge:R:1
Cs 27.1742 -24.2633 11.7828 1.27
Cs 22.0033 -22.7361 13.9436 1.09
P 23.8862 -25.6457 13.0381 0.24
O 22.3872 -25.7314 13.4649 -0.45
O 24.3363 -24.3934 12.2317 -0.54
O 24.3047 -27.0240 12.3473 -0.38
O 24.6811 -25.4823 14.3970 -0.40
C 17.8894 -22.5987 9.6448 -0.05
C 19.0818 -22.5599 10.7259 -0.27
O 18.5972 -21.8923 11.8637 -0.11
H 18.2204 -23.2604 8.8443 0.07
H 17.6054 -21.6560 9.1770 0.06
H 17.0061 -23.0674 10.0786 0.07
H 19.9726 -22.0479 10.3621 0.09
H 19.2832 -23.6107 10.9343 0.10
H 18.6926 -20.9479 11.7202 0.09
O 23.0203 -29.5916 12.1023 -0.03
H 22.3371 -29.5559 12.7717 0.02
H 23.5747 -28.8328 12.2844 -0.02
O 25.9734 -24.0684 16.1836 -0.04
H 25.2691 -24.4569 15.6648 -0.02
H 26.7052 -24.6783 16.0898 0.02
O 21.6818 -20.2289 10.4212 -0.05
H 22.3144 -20.8098 10.8438 0.00
H 22.2185 -19.6011 9.9374 0.04
O 23.8036 -26.9075 9.8537 -0.05
H 24.2265 -26.7728 10.7018 -0.02
H 22.8772 -27.0255 10.0635 0.03
O 18.9449 -23.9983 13.9832 -0.09
H 18.1692 -24.3868 14.3876 0.06
H 18.6059 -23.5136 13.2307 0.01
O 27.0776 -29.0822 8.6668 -0.05
H 26.4869 -29.0833 9.4199 0.00
H 27.9327 -28.8563 9.0328 -0.01
O 22.7100 -25.2136 18.8069 -0.03
H 22.5379 -25.3731 17.8789 -0.03
H 21.8820 -25.4156 19.2427 0.05
O 25.0124 -28.9464 17.8232 -0.05
H 24.7793 -28.0296 17.6771 0.00
H 24.3165 -29.2841 18.3869 0.06
O 24.3178 -21.0430 7.7271 -0.06
H 24.4225 -21.1970 8.6660 -0.06
H 24.3536 -20.0909 7.6346 0.02
O 22.3142 -23.3572 7.7866 -0.05
H 22.7664 -23.8433 8.4762 -0.03
H 22.6363 -23.7414 6.9713 0.04
O 27.2662 -25.7683 9.1937 -0.16
H 27.3480 -25.1843 8.4397 0.05
H 26.4002 -26.1647 9.0974 -0.01
O 24.0490 -24.1306 9.7983 -0.08
H 24.1661 -24.1546 10.7480 -0.07
H 24.3439 -24.9905 9.4984 0.02
O 24.7324 -19.4651 13.5272 -0.06
H 25.0096 -20.3804 13.5676 -0.02
H 24.8407 -19.1419 14.4216 0.03
O 27.9326 -21.3718 10.8192 -0.11
H 27.8180 -21.0924 9.9109 0.05
H 28.8215 -21.7254 10.8512 0.02
O 25.8911 -28.4264 11.0670 -0.03
H 25.2269 -27.9918 11.6019 -0.04
H 26.7249 -28.1252 11.4280 0.01
O 24.6772 -26.6693 16.6194 -0.04
H 24.7566 -26.2298 15.7727 -0.04
H 24.1952 -26.0497 17.1671 0.04
O 23.4830 -29.6976 8.6774 -0.03
H 23.4365 -28.7667 8.4594 0.00
H 24.3173 -29.7952 9.1364 0.02
O 20.5147 -25.8314 8.9125 -0.05
H 20.6488 -26.4448 9.6350 -0.02
H 20.8741 -25.0033 9.2308 0.00
O 25.2448 -31.3648 11.9743 -0.06
H 24.9570 -30.4556 11.8914 -0.03
H 26.0294 -31.3193 12.5207 0.00
O 27.2442 -28.6560 16.4635 -0.05
H 26.3595 -28.7166 16.8240 -0.03
H 27.2477 -27.8340 15.9730 -0.01
O 25.2482 -22.3704 13.5716 -0.17
H 25.0824 -23.2241 13.1717 -0.11
H 25.4309 -22.5672 14.4904 0.03
O 29.5204 -24.9934 16.8231 -0.04
H 29.8972 -25.4560 16.0746 0.03
H 28.6619 -25.3980 16.9480 0.02
O 24.4542 -31.2956 15.3208 -0.05
H 24.9438 -30.5366 15.0039 -0.03
H 23.5406 -31.0100 15.3182 0.03
O 21.7753 -28.5072 14.5571 -0.03
H 22.5335 -27.9459 14.3950 0.00
H 21.0208 -27.9606 14.3376 -0.02
O 24.7291 -28.4799 14.2492 -0.04
H 24.5725 -27.8966 13.5066 -0.07
H 24.7194 -27.9036 15.0134 0.03
O 21.3095 -27.1908 11.2812 -0.03
H 22.0792 -26.8651 11.7479 0.00
H 20.5667 -26.8940 11.8070 0.02
O 18.1188 -27.2337 12.0262 -0.04
H 18.6990 -27.4922 12.7422 0.00
H 17.2468 -27.5032 12.3147 0.03
O 26.9604 -30.0083 13.9872 -0.06
H 27.0781 -30.0324 14.9368 0.03
H 26.1720 -29.4816 13.8564 -0.02
O 28.2511 -27.6249 12.5645 -0.07
H 27.9459 -28.3660 13.0878 0.04
H 29.1590 -27.8397 12.3508 0.06
O 27.1603 -26.3180 14.6433 -0.07
H 27.3941 -26.5373 13.7414 -0.04
H 26.2642 -25.9867 14.5852 -0.04
O 24.3740 -21.3223 10.2946 -0.03
H 24.0976 -22.1875 9.9926 0.02
H 25.2965 -21.4319 10.5251 0.05
O 21.4203 -22.6443 17.4248 -0.07
H 21.6891 -23.5616 17.3749 -0.02
H 20.5200 -22.6753 17.7483 0.04
O 20.1157 -26.6807 13.7996 -0.09
H 21.0009 -26.3750 13.6012 -0.05
H 19.5924 -25.8812 13.8545 0.02
O 24.8513 -23.0376 18.7686 -0.06
H 24.1456 -23.5876 18.4283 -0.02
H 25.3818 -22.8256 18.0006 0.00
O 21.8308 -25.5042 16.1776 -0.06
H 20.8868 -25.5490 16.0261 0.06
H 22.2203 -25.7013 15.3258 -0.01
O 25.3798 -27.1240 7.5109 -0.05
H 24.5133 -27.2562 7.8956 0.00
H 25.9442 -27.7448 7.9717 -0.02
O 29.2146 -28.3067 10.1347 -0.02
H 30.1535 -28.3687 10.3105 0.06
H 28.9312 -27.5292 10.6156 0.02
```

E_HOMO (eV): -6.965
Total charge: -1
HOMO-LUMO gap (eV): 7.44
Largest force on an atom (hartree/bohr): 0.08043